Molecular formula: C46H64N2O3PtS
Method: DFT, the ωB97M-V functional and the def2-TZVPD basis

Geometry as XYZ:
```
117
Properties=species:S:1:pos:R:3:forces:R:3
Pt -0.0365 0.1300 0.0166 -0.032 -0.042 -0.319
C -2.6451 0.2303 -1.8520 -0.037 -0.032 -0.048
N -1.8015 -0.7971 -1.2430 0.065 -0.018 -0.010
C -1.2157 -1.6576 -2.2701 -0.028 -0.030 -0.019
C -2.5355 -1.6015 -0.2576 0.003 -0.004 0.006
C -2.7437 -0.8488 1.0489 -0.019 -0.011 0.055
N -1.4836 -0.3132 1.5952 0.036 0.041 0.140
C -1.6395 1.0018 2.2713 -0.082 -0.050 0.021
C -2.3468 2.0531 1.4584 -0.006 0.021 0.055
C -3.5510 2.5438 1.9397 0.018 -0.022 0.023
C -4.2449 3.5648 1.3036 0.026 0.021 0.002
C -3.6422 4.0957 0.1709 -0.033 0.008 -0.011
C -2.4335 3.6536 -0.3658 -0.056 0.066 -0.009
C -1.7760 2.5705 0.2655 0.145 -0.120 -0.146
O -0.6783 2.0607 -0.2560 -0.067 0.305 0.008
C -1.9453 4.3922 -1.6308 -0.027 -0.038 0.022
C -2.9533 4.1533 -2.7660 -0.019 -0.019 -0.009
C -1.8893 5.8994 -1.3305 0.021 0.058 -0.003
C -0.5584 4.0029 -2.1603 -0.022 0.001 0.071
C -5.5738 4.0671 1.8660 0.007 -0.011 -0.010
C -6.2108 5.1313 0.9718 -0.011 0.005 -0.006
C -6.5578 2.8959 1.9903 -0.024 -0.021 -0.014
C -5.3476 4.6786 3.2555 0.024 0.002 0.010
C -0.7720 -1.2558 2.4899 -0.072 -0.013 0.033
C -0.4712 -2.6024 1.8898 -0.045 -0.013 0.061
C -1.0929 -3.7207 2.4306 0.004 0.008 0.004
C -0.8305 -4.9995 1.9620 0.011 0.018 -0.032
C 0.1095 -5.0979 0.9406 -0.012 -0.023 -0.026
C 0.7672 -4.0195 0.3569 0.020 -0.082 0.010
C 0.4440 -2.7191 0.8184 0.107 0.161 -0.118
O 0.9855 -1.6465 0.2657 0.135 -0.265 0.093
C 1.8057 -4.3588 -0.7335 -0.047 0.024 0.015
C 2.5633 -3.1718 -1.3432 -0.008 -0.014 0.037
C 2.8647 -5.2900 -0.1209 0.041 -0.021 0.013
C 1.1093 -5.0981 -1.8872 -0.020 -0.004 -0.015
C -1.5135 -6.2560 2.4981 0.012 0.010 -0.008
C -0.4613 -7.2504 3.0078 0.019 0.010 0.020
C -2.4668 -5.9389 3.6499 -0.027 -0.010 0.007
C -2.3191 -6.9151 1.3698 -0.013 -0.006 -0.012
H -3.4581 -0.2340 -2.4271 0.004 0.007 -0.008
H -2.0395 0.8460 -2.5146 0.016 0.011 0.007
H -3.0704 0.8827 -1.0933 -0.012 0.000 0.025
H -1.9908 -2.2213 -2.8067 -0.006 0.008 -0.004
H -0.5228 -2.3524 -1.7991 0.009 -0.016 -0.002
H -0.6678 -1.0448 -2.9852 0.003 0.006 0.010
H -1.9600 -2.5063 -0.0747 -0.001 -0.015 -0.009
H -3.5130 -1.9051 -0.6591 -0.015 0.028 -0.007
H -3.2138 -1.5219 1.7753 0.010 0.003 0.016
H -3.4186 -0.0078 0.8970 -0.006 -0.001 -0.016
H -0.6265 1.3242 2.5210 0.020 0.001 0.003
H -2.1856 0.8553 3.2125 -0.027 -0.015 -0.002
H -3.9474 2.1060 2.8521 0.004 0.009 -0.014
H -4.1450 4.9035 -0.3438 -0.001 -0.029 0.019
H -3.9557 4.4914 -2.4971 0.016 -0.004 -0.010
H -3.0127 3.0901 -3.0097 0.000 0.004 -0.004
H -2.6435 4.6909 -3.6661 -0.002 -0.003 0.005
H -2.8651 6.3130 -1.0725 0.032 -0.008 -0.003
H -1.5232 6.4386 -2.2077 -0.005 0.000 0.005
H -1.2094 6.0977 -0.4993 -0.001 0.001 -0.011
H -0.5159 2.9693 -2.4936 -0.012 -0.032 0.001
H 0.2160 4.1333 -1.4056 -0.006 -0.010 0.013
H -0.3299 4.6546 -3.0094 0.007 -0.024 0.013
H -6.3934 4.7525 -0.0363 -0.004 -0.001 0.014
H -5.5844 6.0224 0.8951 0.001 -0.009 0.003
H -7.1704 5.4362 1.3946 0.007 0.000 -0.002
H -6.7216 2.4253 1.0184 -0.004 0.010 0.007
H -7.5214 3.2453 2.3702 0.008 -0.002 0.002
H -6.1877 2.1315 2.6757 0.005 0.007 -0.014
H -4.6614 5.5256 3.1944 -0.004 -0.008 0.005
H -4.9184 3.9481 3.9440 -0.007 0.012 -0.008
H -6.2919 5.0295 3.6801 0.003 -0.004 -0.005
H -1.3758 -1.3975 3.3961 -0.020 -0.006 0.005
H 0.1490 -0.7482 2.7818 0.031 0.007 -0.005
H -1.7943 -3.5657 3.2427 0.007 0.000 -0.004
H 0.3461 -6.0884 0.5671 -0.018 0.021 0.017
H 3.1086 -2.6061 -0.5894 -0.010 0.003 0.012
H 1.9050 -2.4751 -1.8568 -0.023 0.003 -0.005
H 3.2807 -3.5702 -2.0671 -0.007 0.018 0.004
H 3.3635 -4.7996 0.7179 0.000 -0.004 -0.007
H 3.6208 -5.5387 -0.8700 -0.004 -0.001 0.006
H 2.4360 -6.2247 0.2436 0.004 0.023 0.001
H 0.3580 -4.4616 -2.3601 0.006 0.002 0.002
H 0.6102 -6.0082 -1.5509 0.013 0.013 -0.010
H 1.8423 -5.3772 -2.6485 -0.006 0.000 0.003
H 0.1360 -6.8042 3.8058 -0.009 -0.006 -0.004
H 0.2195 -7.5599 2.2133 -0.008 0.011 0.006
H -0.9460 -8.1478 3.4007 0.004 0.004 -0.004
H -1.9463 -5.4616 4.4828 0.002 -0.014 -0.001
H -2.9133 -6.8641 4.0197 -0.002 0.008 -0.001
H -3.2799 -5.2826 3.3315 0.015 0.001 -0.002
H -1.6744 -7.1961 0.5351 -0.011 0.004 0.009
H -3.0796 -6.2297 0.9891 0.005 -0.008 0.006
H -2.8186 -7.8185 1.7299 0.007 0.008 0.002
O 1.6500 0.9844 1.5578 0.258 0.154 0.235
S 2.9751 0.3345 1.8601 -0.223 -0.154 -0.309
C 2.9426 -0.0484 3.6015 -0.053 0.052 0.024
C 2.2891 0.8125 4.4736 0.042 -0.068 0.076
C 2.2439 0.4889 5.8190 -0.013 0.018 -0.024
C 2.8461 -0.6801 6.2766 0.012 -0.006 -0.021
C 3.4849 -1.5349 5.3916 -0.017 0.001 0.020
C 3.5268 -1.2249 4.0373 -0.004 -0.011 0.016
C 4.1392 1.6930 1.9161 -0.042 0.062 0.034
C 3.6902 2.9544 1.5681 0.080 0.042 0.015
C 4.5975 4.0085 1.5737 -0.004 -0.025 0.002
C 5.9225 3.7883 1.9180 -0.010 -0.006 -0.005
C 6.3571 2.5106 2.2556 -0.003 0.016 -0.003
C 5.4647 1.4522 2.2511 0.001 0.023 -0.004
H 1.8202 1.7112 4.0913 0.009 -0.004 -0.004
H 1.7402 1.1478 6.5144 0.002 -0.010 0.005
H 2.8069 -0.9284 7.3293 -0.001 0.006 -0.003
H 3.9369 -2.4508 5.7489 -0.006 0.004 0.001
H 3.9945 -1.8980 3.3285 -0.009 0.017 -0.006
H 2.6514 3.0951 1.2973 0.007 -0.019 -0.003
H 4.2645 5.0022 1.3040 0.001 -0.003 0.003
H 6.6243 4.6122 1.9186 -0.004 -0.003 0.001
H 7.3928 2.3402 2.5189 -0.004 0.004 0.000
H 5.7956 0.4533 2.5117 -0.013 0.002 -0.002
```
Forces are in eV/Å.

Output
**Charge**: 0
**Spin multiplicity**: 3
**Energy relative to the best compared isomer or geometry (same formula, charge and spin)**: 5.9 kcal/mol